{
  "formula": "C6H6Si3",
  "method": "ωB97M-V with the def2-TZVPD basis set",
  "elements": ["C", "C", "H", "C", "H", "C", "H", "Si", "H", "C", "H", "C", "Si", "Si", "H"],
  "xyz": [[-1.8848, 0.7025, -0.0235], [-1.8849, -0.7021, 0.0253], [2.9433, 1.9154, -1.1128], [0.5384, 1.2236, 0.0064], [2.9897, -1.8786, 1.1036], [-0.6800, -1.3680, 0.0456], [2.8332, -1.8329, -1.2629], [2.3876, 1.1615, 0.0198], [-4.3966, 0.0228, 1.2120], [-0.6814, 1.3764, -0.0231], [-4.3887, -0.0129, -1.2462], [0.5414, -1.2276, 0.0488], [2.3890, -1.1592, -0.0347], [-3.6068, -0.0019, -0.0122], [2.9006, 1.7810, 1.2539]],
  "forces_ev_per_a": [[-1.6, -1.4, 0.1], [-1.6, 1.5, -0.1], [0.1, -0.1, -0.2], [0.1, 1.4, -0.1], [0.0, 0.1, 0.1], [1.0, 0.1, 0.0], [0.1, 0.1, -0.2], [-0.5, 0.2, 0.1], [-0.2, 0.0, 0.2], [0.9, -0.2, 0.0], [-0.2, 0.0, -0.1], [0.0, -1.3, 0.0], [-0.5, -0.3, 0.1], [2.3, 0.0, 0.0], [0.1, -0.1, 0.1]],
  "mulliken_charge": [-0.1282, -0.1482, -0.1038, -0.4504, -0.0998, 0.5169, -0.0981, 0.1983, -0.0681, 0.4971, -0.0675, -0.4721, 0.1996, 0.3190, -0.0946],
  "homo_ev": -8.954,
  "spin_multiplicity": 1,
  "energy_ev": -29945.42990,
  "mol_weight_da": 162.37,
  "smiles": "C1#CC2=C(C#C[SiH2][SiH2]1)[SiH2]2",
  "total_charge": 0,
  "de_lowest_ev": 0.0000
}